Formula: C27H22Cl2N7O3Ta
Source: OMol25
Level of theory: ωB97M-V/def2-TZVPD

Values from the calculation:
Gap between HOMO and LUMO, eV: 6.755
ΔE to the lowest compared entry with this formula, charge and spin, eV: 0.237
LUMO level, eV: -6.65

```
! wB97M-V def2-TZVPD RIJCOSX def2/J DEFGRID3
* xyz 2 1
Ta 0.50798 -0.09919 -0.21835
C 1.90381 -4.15723 -0.34155
C 0.84784 -3.15145 -0.63568
O 1.20902 -1.89161 -0.47041
C -0.41072 -3.43014 -1.06978
C -1.35831 -2.41939 -1.41303
C -2.59367 -2.84400 -2.13601
N -1.15219 -1.14397 -1.14788
N -2.11539 -0.28792 -1.68680
C -1.57523 0.85730 -1.91908
O -0.28242 1.02794 -1.60155
C -2.28254 2.00157 -2.49083
C -1.62987 3.22087 -2.66218
C -2.31575 4.29439 -3.20476
C -3.64633 4.15514 -3.57222
C -4.29966 2.94155 -3.39806
C -3.62289 1.86372 -2.85864
H 2.68375 -4.10135 -1.10307
H 1.50340 -5.16756 -0.33208
H 2.36412 -3.93577 0.62159
H -0.69586 -4.45689 -1.23885
H -2.62532 -3.92380 -2.23912
H -2.62695 -2.38129 -3.12311
H -3.47824 -2.48872 -1.60620
H -0.59694 3.33043 -2.36271
H -1.81375 5.24235 -3.33824
H -4.17904 4.99601 -3.99495
H -5.33671 2.83871 -3.68459
H -4.12141 0.91480 -2.71950
N 4.53685 0.11348 1.45677
C 4.00544 -0.33475 2.64126
C 2.67178 -0.50002 2.42322
N 2.38065 -0.11823 1.13850
C 3.52569 0.24283 0.58357
C 3.44515 0.66894 -0.79721
N 2.23144 0.64295 -1.34317
C 2.36647 1.10586 -2.63489
C 3.67070 1.40845 -2.85179
N 4.33886 1.12089 -1.68008
H 5.50981 0.32704 1.30054
H 4.61610 -0.50205 3.51025
H 1.91920 -0.84813 3.10752
H 1.52047 1.19686 -3.29092
H 4.18254 1.79606 -3.71414
H 5.32640 1.25788 -1.52597
Cl 0.10686 3.97912 2.60235
C -0.32381 2.40470 3.09871
C -0.78817 2.18005 4.41751
C -1.15146 0.93162 4.83566
Cl -1.72168 0.69263 6.44002
C -1.06770 -0.18874 3.95891
C -1.43166 -1.50920 4.26574
C -1.29479 -2.47774 3.29870
C -0.79018 -2.14400 2.04112
N -0.43308 -0.90775 1.70533
C -0.58835 0.05639 2.66018
C -0.23266 1.34552 2.23143
O 0.13675 1.39822 0.94644
H -0.86097 3.02153 5.09196
H -1.81628 -1.75021 5.24724
H -1.57089 -3.50353 3.49280
H -0.68025 -2.91113 1.29009
*
```